This record from the Open Molecules 2025 dataset describes a 6-piece molecular cluster, C38H85BF4N4O overall at a distorted geometry. The level of theory is ωB97M-V with the def2-TZVPD basis set.

As for the strongest force on any atom: 3.000 eV/A. The value obtained for the molar mass is 700.9 g/mol. The energy above the lowest of the compared OMol25 structures with the same formula, charge and spin is 286.1 kJ/mol. The frontier orbital gap is 5.71 eV. Its total charge is +2.

Each line ends with the Mulliken charge.
Cartesian coordinates (Å):
1 C 11.18 -0.10 25.26  -0.016
2 C 10.52 0.81 24.22  -0.110
3 O 9.33 0.30 23.73  -0.843
4 H 11.92 0.47 25.82  0.124
5 H 11.73 -0.88 24.73  0.049
6 H 10.47 -0.49 26.00  -0.251
7 H 11.19 1.18 23.45  0.521
8 H 10.31 1.77 24.69  -0.287
9 C 10.84 3.84 27.39  -1.296
10 C 11.02 2.90 28.64  0.486
11 C 12.44 3.02 29.26  -0.971
12 N 12.64 2.08 30.48  0.092
13 C 12.85 0.70 29.87  0.137
14 C 13.37 -0.30 30.94  -1.019
15 C 14.62 0.02 31.72  -0.722
16 C 14.43 1.49 32.31  -0.788
17 C 13.96 2.52 31.21  -0.485
18 C 11.38 2.12 31.45  -0.848
19 H 11.19 4.85 27.62  0.515
20 H 9.83 3.89 27.01  0.090
21 H 11.44 3.47 26.56  0.305
22 H 10.90 1.91 28.21  -0.123
23 H 10.26 3.14 29.38  0.405
24 H 12.41 4.02 29.70  0.442
25 H 13.34 2.89 28.65  0.363
26 H 13.40 0.67 28.93  0.380
27 H 11.86 0.29 29.65  -0.126
28 H 13.54 -1.24 30.42  0.448
29 H 12.47 -0.58 31.49  0.433
30 H 15.51 0.02 31.09  0.296
31 H 14.79 -0.80 32.41  0.418
32 H 15.35 1.86 32.76  0.436
33 H 13.63 1.51 33.06  0.315
34 H 14.68 2.69 30.41  0.443
35 H 13.64 3.43 31.72  0.428
36 H 10.55 1.74 30.86  0.191
37 H 11.11 3.13 31.77  0.295
38 H 11.63 1.50 32.31  0.446
39 C 6.89 10.39 26.16  -1.351
40 C 6.63 9.38 25.07  -0.210
41 C 6.80 7.88 25.59  -0.867
42 N 6.92 6.80 24.57  0.068
43 C 8.36 6.82 23.96  -0.722
44 C 8.66 5.56 23.08  -0.975
45 C 8.44 4.31 23.85  -0.057
46 C 7.06 4.20 24.42  0.588
47 C 6.72 5.37 25.36  -0.798
48 C 5.87 7.06 23.48  -0.983
49 H 7.63 10.12 26.91  0.372
50 H 6.00 10.64 26.74  0.353
51 H 7.35 11.27 25.71  0.342
52 H 7.28 9.45 24.20  0.332
53 H 5.58 9.46 24.77  0.331
54 H 5.99 7.56 26.24  0.436
55 H 7.68 7.88 26.25  0.438
56 H 9.01 6.88 24.83  0.469
57 H 8.47 7.78 23.45  0.474
58 H 9.66 5.68 22.65  0.469
59 H 7.91 5.52 22.29  0.297
60 H 9.22 4.38 24.61  -0.316
61 H 8.76 3.48 23.21  0.439
62 H 7.00 3.31 25.04  -0.683
63 H 6.36 4.06 23.60  0.417
64 H 7.43 5.39 26.19  0.480
65 H 5.75 5.41 25.84  0.419
66 H 6.00 6.22 22.80  0.436
67 H 6.25 7.97 23.01  0.446
68 H 4.83 7.08 23.82  0.300
69 C 4.52 1.50 24.91  -1.582
70 C 5.26 1.17 26.22  -0.471
71 C 6.23 -0.07 26.10  -0.801
72 N 7.14 -0.19 27.32  0.752
73 C 6.45 -0.27 28.67  -0.680
74 C 5.68 -1.60 28.76  -0.796
75 C 6.65 -2.75 28.75  -0.746
76 C 7.51 -2.78 27.55  -0.924
77 C 8.16 -1.37 27.28  -0.156
78 C 7.98 1.10 27.43  -1.444
79 H 3.85 2.36 24.99  0.404
80 H 3.99 0.57 24.70  0.493
81 H 5.17 1.68 24.05  0.251
82 H 4.53 0.92 26.99  0.339
83 H 5.72 2.09 26.57  0.356
84 H 6.97 -0.07 25.29  0.409
85 H 5.76 -1.05 26.07  0.769
86 H 5.91 0.66 28.85  0.539
87 H 7.27 -0.24 29.38  0.434
88 H 4.87 -1.58 28.02  0.302
89 H 5.23 -1.72 29.74  0.395
90 H 6.02 -3.63 28.85  0.410
91 H 7.33 -2.74 29.61  0.338
92 H 6.94 -3.02 26.65  0.309
93 H 8.24 -3.59 27.54  0.530
94 H 8.61 -1.34 26.29  -0.061
95 H 9.00 -1.26 27.97  0.310
96 H 7.35 1.95 27.70  0.406
97 H 8.33 1.20 26.40  0.430
98 H 8.76 0.93 28.18  0.385
99 C 9.64 -8.37 22.14  -1.412
100 C 9.39 -7.06 22.91  -0.186
101 C 9.51 -5.84 21.95  -0.700
102 N 9.35 -4.47 22.71  0.144
103 C 10.50 -4.27 23.77  -0.004
104 C 11.75 -3.79 23.00  -1.084
105 C 11.61 -2.66 22.12  0.295
106 C 10.51 -2.84 21.09  -0.911
107 C 9.14 -3.28 21.71  -0.495
108 C 7.98 -4.42 23.44  -1.230
109 H 9.98 -9.24 22.70  0.395
110 H 10.53 -8.30 21.50  0.359
111 H 8.75 -8.67 21.59  0.349
112 H 10.01 -7.03 23.81  0.346
113 H 8.41 -7.08 23.38  0.267
114 H 8.73 -5.75 21.20  0.366
115 H 10.47 -5.78 21.44  0.404
116 H 10.63 -5.14 24.41  0.555
117 H 10.16 -3.45 24.40  -0.105
118 H 12.34 -4.52 22.44  0.320
119 H 12.53 -3.45 23.68  0.515
120 H 12.58 -2.44 21.67  0.496
121 H 11.33 -1.80 22.72  -0.516
122 H 10.92 -3.53 20.35  0.291
123 H 10.28 -1.84 20.74  0.521
124 H 8.43 -3.56 20.92  0.359
125 H 8.69 -2.42 22.20  0.368
126 H 7.20 -4.63 22.71  0.421
127 H 7.87 -3.46 23.93  0.449
128 H 7.98 -5.14 24.26  0.404
129 B 15.94 1.35 27.13  0.406
130 F 16.00 2.64 27.56  -0.392
131 F 17.02 1.16 26.30  -0.356
132 F 16.01 0.49 28.20  -0.363
133 F 14.74 1.07 26.50  -0.289